197
Properties=species:S:1:pos:R:3 method="wB97M-V/def2-TZVPD" e_above_lowest_kj_mol=674.7 multiplicity=1 homo_energy_ev=-8.998 homo_lumo_gap_ev=9.181 charge=0
C 8.02 5.82 8.13
C 7.20 6.72 7.29
C 6.31 6.00 6.26
O 7.06 5.14 5.50
C 6.42 4.32 4.53
N 6.49 7.67 8.11
H 7.29 5.10 8.50
H 8.50 6.37 8.95
H 8.65 5.13 7.58
H 7.92 7.31 6.71
H 5.85 6.75 5.61
H 5.53 5.43 6.76
H 5.69 4.77 3.86
H 5.74 3.65 5.07
H 7.20 3.83 3.95
H 7.17 7.90 8.81
H 6.15 8.45 7.57
C -5.48 -11.38 -0.18
C -6.00 -9.92 -0.19
C -4.86 -8.83 -0.47
O -5.49 -7.51 -0.45
C -4.90 -6.43 -1.14
N -6.91 -9.90 -1.26
H -4.74 -11.58 0.60
H -4.91 -11.56 -1.10
H -6.34 -12.04 -0.18
H -6.54 -9.68 0.73
H -4.41 -9.03 -1.44
H -4.10 -8.88 0.31
H -5.42 -5.47 -1.22
H -4.61 -6.69 -2.16
H -3.97 -6.25 -0.61
H -7.32 -9.00 -1.44
H -6.35 -9.91 -2.10
C 1.55 1.94 -9.19
C 0.50 3.02 -8.93
C 0.16 4.06 -10.03
O 1.32 4.87 -10.38
C 1.15 5.40 -11.69
N -0.71 2.24 -8.46
H 2.40 2.24 -9.80
H 1.21 1.14 -9.84
H 1.93 1.46 -8.28
H 0.85 3.63 -8.10
H -0.65 4.71 -9.70
H -0.10 3.48 -10.92
H 0.22 5.96 -11.73
H 1.20 4.64 -12.47
H 1.94 6.10 -11.93
H -1.03 1.71 -9.26
H -1.41 2.96 -8.34
C -1.45 5.98 2.98
C -1.29 7.11 4.03
C -2.22 8.33 3.72
O -3.57 7.81 3.59
C -4.36 8.58 2.65
N -1.67 6.63 5.31
H -1.22 4.97 3.32
H -0.67 6.06 2.22
H -2.45 5.85 2.55
H -0.27 7.44 4.21
H -1.89 8.84 2.82
H -2.10 9.13 4.46
H -4.08 9.62 2.82
H -5.40 8.34 2.88
H -4.15 8.17 1.66
H -1.69 7.41 5.96
H -2.65 6.45 5.16
C -4.47 -0.35 6.44
C -4.84 0.06 7.85
C -5.59 -1.02 8.67
O -6.72 -1.45 7.90
C -7.57 -2.37 8.56
N -3.64 0.48 8.52
H -4.50 0.48 5.73
H -5.23 -0.97 5.98
H -3.54 -0.92 6.40
H -5.49 0.93 7.77
H -5.87 -0.61 9.64
H -4.94 -1.87 8.89
H -7.83 -1.94 9.53
H -7.10 -3.34 8.69
H -8.51 -2.41 8.01
H -3.15 1.17 7.96
H -3.01 -0.29 8.39
C 7.93 -2.48 -6.77
C 8.92 -1.45 -6.22
C 8.93 -1.21 -4.68
O 7.73 -0.76 -4.15
C 7.51 0.60 -4.52
N 10.26 -1.81 -6.67
H 8.11 -2.61 -7.84
H 6.90 -2.15 -6.59
H 8.12 -3.45 -6.32
H 8.64 -0.50 -6.67
H 9.71 -0.54 -4.33
H 9.19 -2.17 -4.22
H 8.29 1.35 -4.40
H 6.74 0.92 -3.81
H 7.14 0.62 -5.55
H 10.45 -2.75 -6.37
H 10.18 -1.93 -7.67
C 2.83 -5.07 10.92
C 3.39 -3.70 11.29
C 2.43 -2.53 10.87
O 2.19 -2.42 9.46
C 3.28 -2.28 8.63
N 3.52 -3.68 12.77
H 1.93 -5.23 11.51
H 3.50 -5.90 11.14
H 2.71 -5.14 9.84
H 4.32 -3.60 10.74
H 2.79 -1.57 11.25
H 1.44 -2.66 11.30
H 3.97 -1.53 9.02
H 2.95 -1.97 7.64
H 3.73 -3.27 8.51
H 4.18 -4.39 13.08
H 2.69 -4.13 13.12
C 4.02 9.87 -3.31
C 3.87 8.38 -3.06
C 2.63 7.83 -3.71
O 1.47 8.30 -3.07
C 0.35 7.81 -3.73
N 5.02 7.70 -3.71
H 4.92 10.32 -2.88
H 3.23 10.45 -2.83
H 4.10 10.17 -4.35
H 3.87 8.24 -1.98
H 2.75 6.75 -3.64
H 2.67 8.05 -4.77
H -0.51 8.41 -3.43
H 0.17 6.76 -3.51
H 0.50 7.96 -4.80
H 4.78 7.39 -4.64
H 5.76 8.35 -3.91
C -8.46 0.84 -3.73
C -7.77 1.27 -5.02
C -7.12 2.70 -5.00
O -6.18 3.02 -5.99
C -6.77 3.11 -7.33
N -6.82 0.22 -5.41
H -8.91 -0.14 -3.86
H -9.27 1.54 -3.52
H -7.81 0.78 -2.86
H -8.55 1.34 -5.78
H -6.70 2.84 -4.01
H -7.96 3.39 -4.94
H -7.63 3.78 -7.42
H -7.03 2.18 -7.82
H -5.96 3.53 -7.92
H -6.13 0.25 -4.68
H -6.35 0.50 -6.26
C -2.83 -7.73 6.70
C -1.58 -8.18 5.99
C -0.73 -7.09 5.20
O 0.17 -7.69 4.30
C 0.97 -6.82 3.55
N -0.68 -8.81 6.92
H -3.46 -7.37 5.88
H -2.60 -6.89 7.36
H -3.31 -8.54 7.25
H -1.85 -8.91 5.23
H -0.26 -6.37 5.88
H -1.39 -6.44 4.63
H 0.32 -6.15 2.98
H 1.56 -7.31 2.78
H 1.70 -6.26 4.13
H 0.02 -9.10 6.26
H -1.05 -9.70 7.22
C -3.03 -3.97 -10.07
C -3.17 -3.09 -11.32
O -3.61 -1.77 -10.91
H -2.35 -3.45 -9.40
H -2.52 -4.93 -10.21
H -4.00 -4.18 -9.61
H -3.79 -3.56 -12.09
H -2.20 -3.01 -11.80
H -4.51 -1.66 -11.23
C 0.87 -0.02 -0.73
C 0.16 0.55 -1.98
O -0.70 -0.32 -2.68
H 1.36 -0.95 -1.04
H 0.23 -0.12 0.15
H 1.76 0.56 -0.48
H 0.87 0.84 -2.75
H -0.33 1.46 -1.64
H -0.73 0.04 -3.56
C 1.41 -7.00 -4.08
C 2.13 -5.85 -4.82
O 3.02 -5.32 -3.89
H 2.13 -7.79 -3.84
H 0.59 -7.48 -4.63
H 1.00 -6.58 -3.16
H 1.50 -5.00 -5.08
H 2.58 -6.22 -5.74
H 3.34 -4.44 -4.12